Formula: C8H12N3O2
Source: the OMol25 dataset
Level of theory: ωB97M-V with the def2-TZVPD basis set

As for the charge: +1. The calculation puts the HOMO-LUMO gap at 8.8 eV. The calculation puts the lowest unoccupied orbital energy at -4.292 eV. Its relative energy (zero: lowest compared OMol25 entry of this formula, charge and spin) is 435.74 kJ/mol. The value obtained for the largest force on an atom is 3.97 eV/A.

Element x y z (Å)
C 2.042 0.196 1.228
C 2.464 1.564 -0.783
C -2.064 -0.007 -0.792
C -3.203 0.593 -0.531
C -1.559 -0.998 0.146
C 1.983 -1.282 0.651
C 0.817 -1.822 -0.092
C -3.745 1.786 -1.196
N 1.980 1.120 0.197
N -0.414 -1.494 0.060
N 3.129 0.431 2.196
O 2.931 2.016 -1.711
O 1.141 -2.814 -0.833
H 1.207 0.385 1.865
H -1.416 0.169 -1.718
H -3.836 0.326 0.387
H -2.204 -1.481 0.927
H 2.719 -1.278 -0.132
H 2.199 -2.068 1.392
H -3.150 2.268 -2.060
H -3.943 2.641 -0.441
H -4.722 1.634 -1.650
H 3.339 1.433 2.315
H 3.989 0.047 1.727
H 0.317 -3.364 -1.152



Formula: C8H12N4
Source: the OMol25 dataset
Level of theory: ωB97M-V with the def2-TZVPD basis set

As for the charge: 0. The calculation puts the HOMO-LUMO gap at 9.2 eV. The calculation puts the lowest unoccupied orbital energy at 0.650 eV. Its relative energy (zero: lowest compared OMol25 entry of this formula, charge and spin) is 318.62 kJ/mol. The value obtained for the largest force on an atom is 5.06 eV/A.

Element x y z (Å)
C 1.907 -1.522 0.075
C 1.236 -0.309 0.000
C 1.775 1.030 0.164
C -0.164 -0.041 -0.192
C 3.280 1.324 0.003
C -1.497 2.157 -0.194
C -0.986 -2.206 -0.680
C -2.314 -0.886 0.784
N 2.379 -2.556 0.187
N 0.871 1.931 -0.034
N -0.302 1.335 -0.232
N -1.293 -0.832 -0.273
H 3.853 0.600 0.537
H 3.519 1.347 -1.079
H 3.358 2.293 0.565
H -1.422 2.757 -1.001
H -2.464 1.462 -0.097
H -1.555 2.727 0.685
H -1.958 -2.810 -1.069
H -0.216 -2.387 -1.519
H -0.501 -2.844 0.265
H -3.379 -0.596 0.311
H -2.248 -1.846 1.330
H -1.876 -0.126 1.462



Formula: C8H12N4
Source: the OMol25 dataset
Level of theory: ωB97M-V with the def2-TZVPD basis set

As for the charge: 0. The calculation puts the HOMO-LUMO gap at 11.8 eV. The calculation puts the lowest unoccupied orbital energy at 0.393 eV. Its relative energy (zero: lowest compared OMol25 entry of this formula, charge and spin) is 245.58 kJ/mol. The value obtained for the largest force on an atom is 4.10 eV/A.

Element x y z (Å)
C 5.563 1.785 -3.224
C 4.368 1.240 -2.640
N 3.384 0.826 -2.170
H 5.373 2.556 -3.972
H 6.185 1.004 -3.661
H 6.199 2.209 -2.447
C -8.666 -0.878 1.086
C -8.176 -1.479 -0.122
N -7.824 -2.081 -1.052
H -9.075 0.098 0.823
H -7.880 -0.716 1.823
H -9.399 -1.526 1.566
C -1.065 -0.099 0.702
C -2.516 0.122 0.729
N -3.605 0.384 0.754
H -0.887 -0.831 -0.086
H -0.806 -0.612 1.629
H -0.442 0.788 0.588
C 4.547 -0.253 1.953
C 5.597 -0.879 1.150
N 6.442 -1.405 0.515
H 4.533 -0.559 2.999
H 3.641 -0.491 1.395
H 4.510 0.797 1.663



Formula: C8H12N4
Source: the OMol25 dataset
Level of theory: ωB97M-V with the def2-TZVPD basis set

As for the charge: 0. The calculation puts the HOMO-LUMO gap at 11.9 eV. The calculation puts the lowest unoccupied orbital energy at 0.693 eV. Its relative energy (zero: lowest compared OMol25 entry of this formula, charge and spin) is 242.89 kJ/mol. The value obtained for the largest force on an atom is 5.75 eV/A.

Element x y z (Å)
C 1.815 4.771 -3.262
C 3.224 4.792 -3.649
N 4.392 4.841 -3.925
H 1.430 3.836 -3.670
H 1.213 5.600 -3.634
H 1.716 4.768 -2.176
C 2.276 -5.070 -4.413
C 1.587 -4.665 -3.169
N 1.029 -4.322 -2.206
H 3.351 -4.904 -4.335
H 1.854 -4.445 -5.200
H 2.191 -6.155 -4.474
C -5.823 0.502 5.447
C -4.366 0.695 5.481
N -3.245 0.855 5.512
H -6.169 0.791 6.440
H -6.174 -0.460 5.073
H -6.293 1.278 4.843
C 0.942 -0.729 2.287
C 1.056 0.105 1.045
N 1.182 0.771 0.130
H 0.739 -1.778 2.072
H 0.174 -0.378 2.975
H 1.899 -0.698 2.808